# C5H9NO

A single C5H9NO molecule at a distorted geometry (ωB97M-V/def2-TZVPD, the OMol25 dataset).

**Strongest force on any atom**: 0.087 hartree/bohr
**Relative energy (zero: lowest compared OMol25 entry of this formula, charge and spin)**: 313.1 kJ/mol
**Frontier orbital gap**: 8.9 eV
**LUMO**: 0.7 eV
**E**: -325.81830 Eh

Element x y z (Å)
C -1.36405 -1.45746 -0.14634
C -0.12763 -1.00907 0.18777
N 0.63550 -1.92778 0.98491
C 0.65579 0.09333 -0.39619
C 0.39025 1.45315 0.24993
C -0.35029 2.26692 -0.68786
O 0.15423 2.84092 -1.63452
H -1.72580 -2.36107 0.09941
H -2.08073 -1.00183 -0.75745
H 0.39636 -2.86028 1.19188
H 1.66111 -1.69851 1.10745
H 0.41666 0.12372 -1.51570
H 1.76277 -0.33821 -0.26139
H 1.26914 2.09600 0.57306
H -0.26057 1.43473 1.19017
H -1.43273 2.34543 -0.18513

Results of the natural (NBO) charge analysis, in e, for atoms 1 through 4: atom 1 (C): -0.51, atom 2 (C): 0.20, atom 3 (N): -0.84, atom 4 (C): -0.45